Entry from OMol25: an isolated molecule of CF3NO (wB97M-V/def2-TZVPD).

Results
frontier orbital gap	12.9	eV
ΔE to the lowest compared entry with this formula, charge and spin	4.27	kJ/mol
HOMO	-12.0	eV

```
6
Properties=species:S:1:pos:R:3:lowdin_charge:R:1
F -0.8308 0.1214 -1.2533 0.193
F 1.0886 -1.4162 -0.4197 0.007
O -0.4723 -0.4602 0.9372 0.175
C -0.2948 0.3854 -0.0785 -0.667
F -0.3544 1.6845 0.1451 0.192
N 0.8285 -0.3339 0.3975 0.100
```


Entry from OMol25: a cluster of 2 separate species, CF3NO in total (wB97M-V/def2-TZVPD).

Results
frontier orbital gap (spin up / spin down)	9.9 / 9.9	eV
ΔE to the lowest compared entry with this formula, charge and spin	77.90	kJ/mol
HOMO (spin up / spin down)	-11.1 / -11.1	eV

```
6
Properties=species:S:1:pos:R:3:lowdin_charge:R:1
F -1.7782 -1.3807 1.2909 -0.122
F 0.5730 1.4901 -0.7331 0.211
O -0.1744 -0.5024 -1.3089 0.205
N -1.3367 -0.2618 1.8720 0.169
C 0.6029 0.2037 -0.8059 -0.666
F 1.6663 -0.2466 -0.2393 0.203
```


Entry from OMol25: a structure of composition CF3NO3S2 (wB97M-V/def2-TZVPD).

Results
frontier orbital gap	10.1	eV
ΔE to the lowest compared entry with this formula, charge and spin	0.00	kJ/mol
HOMO	-11.9	eV

```
10
Properties=species:S:1:pos:R:3:lowdin_charge:R:1
F -1.6299 1.1490 1.0953 0.187
F -2.5583 -0.1496 -0.2903 0.161
S 2.5007 -0.0088 -0.2270 0.939
O 3.5980 0.8554 0.1222 -0.437
C -1.4658 0.5318 -0.0341 -0.668
O 0.2455 -1.1906 -1.2641 -0.353
O -0.6288 -1.9015 0.8703 -0.240
S -0.1117 -0.8497 0.0812 0.665
N 1.2834 0.1740 0.7140 -0.385
F -1.2332 1.3900 -1.0676 0.130
```


Entry from OMol25: a cluster of 2 separate species, CF3O2S in total (wB97M-V/def2-TZVPD).

Results
charge	-1
frontier orbital gap	7.2	eV
ΔE to the lowest compared entry with this formula, charge and spin	22.15	kJ/mol
HOMO	-4.0	eV

```
7
Properties=species:S:1:pos:R:3:lowdin_charge:R:1
O 2.3070 -0.1786 1.2178 -0.460
S 1.8250 0.5636 0.0717 0.860
F -2.5164 -0.6352 -0.8851 -0.137
F -0.4681 0.4143 -0.4930 -0.359
F -1.6878 -0.5496 1.1908 -0.175
O 2.4797 0.0942 -1.1275 -0.460
C -1.9394 0.2913 0.0253 -0.269
```


E for every record listed, in sequence, given in eV: -12722.9002, -12722.1370, -38489.8417, -24119.3340.